This record from the Open Molecules 2025 dataset describes a structure of composition C30H24ClNO3PPtS in a non-equilibrium geometry. The level of theory is ωB97M-V with the def2-TZVPD basis set.

The geometry in XYZ format:
```
62
Properties=species:S:1:pos:R:3:forces:R:3:mulliken_spin:R:1
C -0.887919 -1.566143 0.759309 -0.3 -2.3 -0.7 0.216
C -0.903334 -1.611629 -0.725896 1.9 -0.4 0.6 0.263
C 0.535870 -1.757337 -1.105926 -1.8 -0.8 0.4 0.197
H -1.785147 -1.828219 -1.315100 0.1 0.0 0.3 0.040
C 1.255065 -2.031164 0.092109 0.1 -0.7 0.5 0.326
C 0.370224 -2.062994 1.193725 -0.1 0.4 0.0 0.266
H 0.589645 -2.492663 2.185774 -0.1 0.8 -0.6 0.008
H -1.815057 -1.528923 1.320779 0.4 -0.1 -0.1 -0.010
H 0.922185 -1.805219 -2.126180 -0.1 -0.2 0.6 0.053
H 2.307753 -2.323106 0.128413 -0.4 0.3 0.0 0.010
Pt -0.473006 0.381446 -0.699903 0.6 2.1 0.6 1.206
Cl 1.698929 1.260184 -1.141390 0.9 0.2 0.4 0.582
P -0.106007 0.453723 -3.131314 -0.1 0.6 -3.5 0.204
C 1.074070 -0.688544 -4.088161 0.4 0.0 0.3 0.011
C 0.689172 -1.325822 -5.285375 -0.1 0.1 0.3 0.021
H -0.345012 -1.326402 -5.613646 0.1 0.1 0.1 0.001
C 1.627446 -1.980153 -6.085609 0.1 0.1 0.5 -0.002
H 1.296818 -2.477726 -6.998013 0.1 0.2 0.2 0.001
C 2.963007 -2.030195 -5.685889 -0.1 -0.2 -0.1 0.007
H 3.676031 -2.584160 -6.299682 -0.1 0.3 0.2 0.000
C 3.367512 -1.431494 -4.490105 -0.3 -0.2 -0.2 0.002
H 4.408179 -1.519333 -4.173922 -0.3 0.2 0.0 0.000
C 2.427055 -0.761044 -3.706198 0.0 0.0 -0.2 0.014
H 2.771233 -0.288046 -2.792367 -0.1 0.0 -0.1 -0.004
C -1.678302 -0.024292 -3.943044 0.1 -0.6 0.1 0.062
C -2.161080 -1.323667 -3.659524 0.1 0.5 0.0 0.005
H -1.586987 -2.038864 -3.060846 -0.2 0.5 -0.3 0.010
C -3.369962 -1.741567 -4.183547 -0.1 0.0 -0.3 -0.005
H -3.815080 -2.680279 -3.846622 0.2 0.2 -0.4 0.000
C -3.998557 -0.947066 -5.144210 0.0 0.5 0.0 0.019
H -4.923364 -1.288077 -5.594374 0.1 0.0 0.0 0.001
C -3.468734 0.299623 -5.512746 -0.2 -0.4 0.3 -0.009
H -3.956016 0.910417 -6.269223 0.0 -0.2 0.1 -0.001
C -2.332941 0.791117 -4.876159 0.1 -0.1 0.2 0.022
H -1.948087 1.784073 -5.132929 -0.1 -0.5 0.2 0.002
C 0.297330 2.036442 -4.006824 0.1 0.5 0.5 0.005
C 0.968593 2.112818 -5.242992 -0.2 0.1 0.1 0.009
H 1.401527 1.240291 -5.712204 -0.1 -0.1 0.1 0.002
C 1.113551 3.338212 -5.898013 0.0 0.0 0.4 0.001
H 1.645711 3.392217 -6.853825 -0.2 -0.1 0.4 0.001
C 0.623589 4.500556 -5.302208 0.0 0.3 0.1 0.002
H 0.791581 5.468512 -5.792844 -0.2 -0.5 0.2 0.000
C -0.027631 4.448825 -4.062586 0.4 -0.2 -0.3 0.003
H -0.391466 5.371319 -3.604327 0.1 -0.4 -0.1 0.000
C -0.158606 3.220289 -3.409435 -0.1 0.3 -0.3 0.018
H -0.623603 3.216995 -2.428704 0.0 -0.1 0.0 -0.005
O -1.204922 0.097326 2.578945 0.4 2.3 -0.7 0.058
C -0.902384 1.258951 2.279752 0.2 -0.6 1.2 -0.030
N -0.612207 1.744565 1.003267 0.0 -1.3 -1.7 0.346
S 0.184181 3.244838 0.970122 -0.3 1.5 1.0 0.005
O 1.613431 3.199428 1.170551 -0.6 -0.6 -0.7 0.021
O -0.344799 4.144725 -0.045836 0.4 -1.7 0.8 0.004
C -0.455798 3.569555 2.585205 0.6 1.3 0.2 0.025
C -0.359073 4.840965 3.172155 -0.4 -1.1 0.1 0.000
C -0.823489 4.928177 4.490374 0.3 -0.2 -0.4 0.006
C -1.204236 3.776109 5.201661 0.1 -0.1 -0.2 0.001
C -1.147046 2.504623 4.607174 -0.2 0.0 -0.2 0.000
C -0.812772 2.406170 3.236865 -0.5 0.7 0.9 0.008
H 0.056410 5.675835 2.603876 -0.3 -0.2 0.3 0.000
H -0.848275 5.902122 4.961056 0.0 -0.1 0.1 0.000
H -1.542081 3.902815 6.241710 0.3 -0.3 -0.6 0.000
H -1.387918 1.616166 5.199275 0.0 0.3 -0.4 0.000
```
Positions in Å, forces in eV/Å.

Results
energy relative to the best compared isomer or geometry (same formula, charge and spin): 0.446 eV
largest force on an atom: 0.0694 hartree/bohr
multiplicity: 5
total charge: +1
Kohn-Sham gap (spin up / spin down): 8.114 / 4.567 eV
HOMO (spin up / spin down): -0.3981 / -0.4389 Eh